Molecular formula: C34H39N6O12
Method: DFT, ωB97M-V/def2-TZVPD

Properties
- DFT total energy (Ha) = -2549.767449
- HOMO-LUMO gap (spin up / spin down) (hartree) = 0.099 / 0.154
- E_HOMO (spin up / spin down) (eV) = 0.56 / -0.93
- net charge = -2
- multiplicity = 2
- <S²> = 0.77

Geometry as XYZ:
```
91
Properties=species:S:1:pos:R:3:forces:R:3
O -1.69642 0.60357 -3.02704 0.3 -0.5 -1.9
H 2.84670 -5.00654 4.47373 -0.1 0.0 0.2
O 3.92279 -0.40320 0.74857 -2.5 -0.1 0.6
C -3.15826 -0.82897 -6.01123 0.1 0.1 0.5
H -2.59170 -3.74477 0.09459 -1.0 -0.5 -0.3
C 1.47633 4.22215 3.73075 -0.7 -0.1 0.7
C 2.17086 -3.56957 -4.13780 -1.5 -0.7 -0.1
H -3.17291 5.12290 -0.95139 -0.5 0.2 -0.1
H -0.83630 -3.81835 1.64985 0.3 -1.0 -0.5
C -2.23010 -0.56970 -4.97923 -0.2 0.0 -1.6
H -1.39418 1.13662 -0.14611 -1.6 1.3 0.7
C -2.78385 -1.39274 -7.24550 -0.1 -0.4 1.4
C -1.85398 -3.00203 -0.20905 0.2 1.1 0.6
N -3.85207 -1.23450 2.83088 -2.5 -0.3 -2.5
H 1.10026 5.30932 5.52009 0.3 0.1 0.2
H -1.24425 -3.44597 -0.99598 0.4 -0.7 -0.5
C -1.01909 -0.69112 5.26718 0.9 0.1 0.3
C -2.22278 0.72699 3.16342 -0.9 -1.4 -0.4
H 2.63039 5.58844 0.84248 0.0 -0.4 0.0
C -0.56664 -1.50771 -6.40136 0.1 0.0 -0.7
C -3.69789 3.05089 -0.25358 1.1 -2.0 -0.5
O -4.36585 -2.22389 3.40567 1.5 1.3 0.0
N 2.80993 -0.73710 1.20426 0.8 -0.6 0.0
O 1.83329 3.21322 0.29223 -0.4 0.5 1.7
H 0.54549 -1.46459 -1.99512 -0.2 0.1 -0.1
C -0.92281 -0.85913 -5.23069 1.4 0.0 -0.3
H 3.78043 -0.74250 -4.78202 0.2 0.2 0.5
H 0.14251 1.16617 5.44102 0.2 -0.5 0.7
H -1.87483 4.16368 -0.37100 0.3 -0.2 0.0
C -2.80898 4.09570 -0.92852 0.2 0.0 0.3
H -2.58778 3.74829 -1.93772 0.1 0.1 0.0
H 0.10432 0.43643 0.37800 -0.3 0.4 -0.1
C 2.57829 6.51180 2.73256 0.4 1.4 -0.5
C 2.83890 -1.87293 2.20140 1.6 -0.2 -0.8
H 0.49023 -1.66348 -6.56000 0.1 -0.3 0.1
H -3.59973 -1.60946 -7.91913 0.2 0.0 -0.4
H 2.17629 7.42442 4.64136 0.1 0.1 -0.1
C 2.23044 -0.98733 -3.28686 0.7 2.9 1.4
H -2.24648 -2.33486 4.69531 -0.2 0.0 0.1
H -1.05380 -2.34381 -8.26922 -0.4 0.0 -0.3
O 1.45528 0.87588 -2.10776 -1.6 1.1 1.7
C -0.62144 0.59182 4.93811 0.4 1.5 -0.4
H 4.83471 -2.46297 1.69433 0.0 0.0 -0.1
H 2.16204 -4.59993 -4.46138 -0.3 -0.2 0.0
O -4.35776 -0.81964 1.75318 2.4 -0.2 3.4
H 0.87556 -1.50146 2.87336 -0.1 0.0 -0.1
C 1.22322 -1.81960 -2.75738 0.4 1.0 -0.2
H -4.05544 3.38516 0.72035 0.2 0.4 0.9
C 2.38386 5.46283 1.88644 -1.0 -1.8 -0.2
C 1.74601 -2.13739 2.93906 -1.6 -1.2 2.0
N 1.46236 3.14311 1.46383 1.2 0.7 -1.4
C 2.11943 6.54330 4.01944 -1.0 -1.5 1.5
O -2.32670 -1.77912 -0.58392 0.6 -0.3 0.3
H 3.02357 7.41573 2.34391 0.1 0.1 -0.2
H 0.84827 -3.41520 4.43857 0.0 -0.2 0.0
H 0.48594 -3.81087 -2.88742 -0.5 0.2 0.1
C 1.73278 -3.26166 3.83818 1.3 1.0 -1.3
N -2.56385 0.10248 -3.73468 -1.2 0.6 3.4
C -1.17243 1.29763 3.88422 -1.4 -0.5 0.4
H 3.72894 -2.97694 -5.50484 0.2 -0.5 0.0
C 3.08420 -2.71475 -4.67902 0.8 -0.5 -0.7
C -0.95959 -2.91173 1.05744 -0.3 -0.5 0.0
C 3.95611 -3.84796 3.08485 0.5 1.4 -1.0
O -3.72438 0.07943 -3.33106 0.2 -0.3 -1.7
C -2.66573 -0.56081 3.49853 1.1 -0.6 0.8
H 1.13716 3.29055 4.15910 -0.3 0.0 -0.1
H 0.02805 -2.57660 0.74065 0.0 0.7 0.6
H -0.28063 0.74961 -1.20570 0.6 -0.2 -0.4
O 0.87849 2.21064 1.93970 -0.5 -0.6 0.7
H -4.19578 -0.59494 -5.82365 -0.1 0.1 0.0
H -0.98673 2.35310 3.75044 0.5 -0.1 -0.3
H -0.56387 -1.22974 6.08514 0.2 0.0 0.0
O -3.05794 1.79557 -0.22941 -0.2 1.7 0.7
H -4.63905 2.97935 -0.79874 -0.5 0.0 -0.7
C 3.18000 -1.45109 -4.23086 -0.8 2.1 0.0
N 2.34952 0.41895 -2.80752 0.0 -4.9 -2.4
C 3.96478 -2.70603 2.28639 -0.2 0.3 -0.3
O 3.25135 1.08253 -3.33237 1.5 1.5 -0.5
C 1.54393 5.36868 4.53722 0.5 0.2 -0.8
H 4.85248 -4.44364 2.99487 -0.2 -0.4 0.5
H -1.13237 -0.39923 -0.36660 -1.1 -1.9 -0.4
C -1.46672 -1.82729 -7.41535 0.2 0.7 0.8
C 1.16425 -3.06600 -3.27659 1.0 -2.3 0.2
H -1.53019 -2.37256 1.81361 0.4 1.2 -0.3
C 2.85952 -4.10764 3.87522 -1.5 0.1 0.3
H -0.07168 -0.56753 -4.63325 -0.4 0.1 0.7
N -0.64165 0.48113 -0.30144 0.7 0.4 -0.3
O 1.69366 -0.31576 0.92824 2.3 -0.2 0.2
C -1.97950 -1.30099 4.53336 -2.2 0.2 -2.0
C 1.76749 4.27972 2.39726 1.3 1.6 -1.5
H -2.69634 1.20586 2.31913 -0.2 0.4 -0.4
```
Positions in Å, forces in eV/Å.

---

Molecular formula: C17H19N4ORuS4
Method: DFT, ωB97M-V/def2-TZVPD

Properties
- energy above the lowest of the compared OMol25 structures with the same formula, charge and spin (kcal per mole) = 5.79
- DFT total energy (Ha) = -2641.191647
- HOMO-LUMO gap (spin up / spin down) (hartree) = 0.256 / 0.222
- E_HOMO (spin up / spin down) (eV) = -6.78 / -6.96
- multiplicity = 2
- <S²> = 0.76

Geometry as XYZ:
```
46
Properties=species:S:1:pos:R:3:forces:R:3
C 1.14879 -1.16425 2.29289 0.0 0.0 0.0
C 1.89981 -0.35182 -1.84853 0.1 0.0 0.1
H 1.86912 -3.04683 1.57051 0.0 0.0 0.0
H -2.05406 -5.09079 -4.12135 0.0 0.0 0.0
H -0.87166 -1.83079 2.56714 0.0 0.0 0.0
H -2.89913 -3.53502 -3.87316 0.0 0.0 0.0
H 4.35376 0.16310 -4.59587 0.0 0.0 0.0
N 1.46970 1.32419 -3.85619 0.0 0.0 0.0
C 1.75463 -2.52052 2.52141 0.0 0.0 0.0
S -3.25852 -0.43807 -0.08314 0.1 0.1 -0.1
N 3.56949 0.78880 -4.64790 0.0 0.0 0.0
C -1.94649 -4.05925 -3.80326 0.0 0.0 0.0
C -0.23345 -0.99457 2.30449 0.0 0.1 0.0
S -0.85808 -2.94396 -0.19839 0.0 -0.1 0.0
C -3.35828 2.56008 -2.79528 0.0 0.0 0.0
H 3.02556 -0.17228 2.02612 0.0 0.0 0.0
H -1.88135 0.38815 2.14728 0.0 0.0 -0.1
C -5.61470 1.83865 -2.41879 0.0 0.0 0.0
H -0.43531 2.28045 1.46091 0.0 0.0 0.0
C 0.00758 1.32133 1.69228 0.0 0.1 0.1
H -6.67422 1.92789 -2.62236 0.0 0.0 0.0
S -1.19196 1.49890 -1.49682 -0.1 0.6 -0.1
N 2.84654 -0.24025 -2.75042 -0.1 0.1 0.0
C -0.81938 0.24377 2.02170 0.4 -0.1 0.0
C -3.80290 0.74562 -1.24340 -0.1 0.0 0.0
O -1.51721 -4.11992 -2.43700 0.0 0.0 0.0
H 2.02292 2.01598 1.48380 0.0 0.0 0.0
Ru -0.98654 -0.48631 -0.49979 -0.3 -0.4 0.5
S -1.52350 -1.44752 -2.51120 0.0 -0.3 -0.3
N 1.06759 -0.45078 -1.05403 -0.1 0.0 0.0
C 2.59936 0.61478 -3.72448 0.0 0.0 0.0
C -1.32471 -2.97730 -1.81136 0.0 0.1 0.1
H -2.63843 3.21035 -3.27850 0.0 0.0 0.0
C 1.94741 -0.05887 2.01998 0.0 0.0 0.0
C -5.17024 0.88727 -1.52754 0.0 0.0 0.0
H -1.19755 -3.54966 -4.40954 0.0 0.0 0.0
H 3.37404 1.23438 -5.52497 0.0 0.0 0.0
C 1.38650 1.17150 1.71481 0.0 0.0 0.0
H 2.74009 -2.44298 2.98088 0.0 0.0 0.0
H 0.73226 1.27962 -3.15959 0.0 0.0 0.0
H 1.12289 -3.13549 3.16239 0.0 0.0 0.0
C -2.89791 1.59725 -1.88886 0.2 0.0 0.0
C -4.70413 2.68434 -3.06202 0.0 0.0 0.0
H -5.05255 3.43100 -3.76350 0.0 0.0 0.0
H 1.38429 2.02977 -4.56501 0.0 0.0 0.0
H -5.87468 0.23029 -1.03206 0.0 0.0 0.0
```
Positions in Å, forces in eV/Å.